[1]
ORCA calculation (ωB97M-V/def2-TZVPD) on a structure of composition C37H32Br2GeKN3OS.

Computed properties:
spin multiplicity: 2
total charge: -1
E_LUMO (alpha / beta): 0.0862 / 0.0762 Ha
ΔE to the lowest compared entry with this formula, charge and spin: 0.0 kcal/mol
HOMO-LUMO gap (alpha / beta): 0.213 / 0.235 Eh
⟨S²⟩: 0.7568
HOMO energy (alpha / beta): -0.12627 / -0.15877 Eh

Atoms and positions in Å:
K (0.23, 0.73, 1.06)
Br (3.48, -0.15, 2.93)
C (3.07, -1.44, 1.56)
Br (1.88, -2.85, 2.10)
H (4.00, -1.91, 1.28)
H (2.63, -0.91, 0.72)
C (0.67, 3.58, 2.66)
C (0.99, 4.04, 1.26)
C (0.99, 5.42, 0.93)
C (1.21, 5.77, -0.37)
C (1.46, 4.77, -1.35)
C (1.65, 5.11, -2.71)
C (1.88, 4.10, -3.61)
C (1.96, 2.76, -3.19)
C (1.80, 2.37, -1.87)
S (2.04, 0.67, -1.48)
C (1.50, 3.43, -0.93)
N (1.26, 3.12, 0.37)
H (0.64, 4.42, 3.36)
H (1.43, 2.88, 3.02)
H (-0.30, 3.08, 2.70)
H (0.79, 6.16, 1.69)
H (1.20, 6.81, -0.69)
H (1.60, 6.15, -3.01)
H (2.02, 4.32, -4.66)
H (2.17, 2.00, -3.93)
O (-0.09, -0.16, 3.21)
C (-0.69, 0.23, 4.25)
C (-0.11, 0.14, 5.56)
C (-0.77, 0.57, 6.68)
C (-2.05, 1.12, 6.62)
C (-2.64, 1.23, 5.37)
C (-2.01, 0.81, 4.21)
C (-2.73, 0.94, 2.94)
N (-2.31, 1.34, 1.75)
C (-3.41, 1.35, 0.93)
C (-4.52, 0.95, 1.62)
N (-4.07, 0.69, 2.89)
H (0.88, -0.29, 5.62)
H (-0.28, 0.48, 7.65)
H (-2.56, 1.48, 7.51)
H (-3.62, 1.70, 5.29)
H (-3.35, 1.64, -0.10)
H (-5.54, 0.81, 1.33)
H (-4.60, 0.33, 3.66)
C (-2.28, -0.07, -2.86)
Ge (-0.70, -0.89, -1.98)
C (-1.38, -2.32, -0.79)
C (-1.37, -3.66, -1.21)
C (-1.82, -4.68, -0.38)
C (-2.28, -4.39, 0.90)
C (-2.30, -3.07, 1.33)
C (-1.86, -2.06, 0.49)
C (0.34, -1.77, -3.40)
C (0.03, -1.53, -4.71)
C (0.79, -2.07, -5.77)
C (1.87, -2.86, -5.51)
C (2.24, -3.14, -4.17)
C (3.36, -3.95, -3.88)
C (3.72, -4.21, -2.59)
C (2.97, -3.66, -1.53)
C (1.88, -2.87, -1.79)
C (1.48, -2.59, -3.11)
H (-2.72, -0.80, -3.55)
H (-2.03, 0.84, -3.40)
H (-3.03, 0.16, -2.10)
H (-0.99, -3.91, -2.19)
H (-1.79, -5.70, -0.73)
H (-2.62, -5.18, 1.55)
H (-2.64, -2.81, 2.32)
H (-1.90, -1.05, 0.88)
H (-0.82, -0.90, -4.97)
H (0.51, -1.85, -6.80)
H (2.47, -3.28, -6.31)
H (3.93, -4.36, -4.71)
H (4.58, -4.83, -2.37)
H (3.24, -3.87, -0.50)
H (1.32, -2.47, -0.95)

Atom charges from the Mulliken analysis, given in e for atoms 1 to 8: 1.368 -0.154 0.655 -0.114 0.431 -0.832 -1.209 0.907



[2]
ORCA calculation (ωB97M-V/def2-TZVPD) on a structure of composition C37H32BrFN14O3S2Ta.

Computed properties:
total charge: +1
E_LUMO: -0.1186 Ha
ΔE to the lowest compared entry with this formula, charge and spin: 51.1 kcal/mol
HOMO-LUMO gap: 0.208 Eh
HOMO energy: -0.32649 Eh

Atoms and positions in Å:
Ta (1.90, -1.99, -0.56)
Br (7.30, -3.82, 4.41)
C (6.05, -3.74, 2.99)
C (6.32, -4.37, 1.85)
C (5.47, -4.44, 0.65)
C (4.27, -3.87, 0.54)
C (3.68, -3.07, 1.63)
C (4.80, -2.92, 3.29)
N (3.38, -3.90, -0.54)
C (3.37, -4.83, -1.40)
C (2.34, -4.80, -2.42)
C (2.26, -5.77, -3.39)
C (1.17, -5.75, -4.26)
C (0.22, -4.77, -4.08)
C (0.39, -3.82, -3.07)
N (1.44, -3.81, -2.26)
H (7.25, -4.90, 1.78)
H (5.89, -4.99, -0.18)
H (4.03, -1.20, 2.41)
H (4.80, -2.48, 4.29)
H (4.07, -5.66, -1.35)
H (3.02, -6.53, -3.45)
H (1.07, -6.49, -5.04)
H (-0.66, -4.71, -4.70)
H (-0.36, -3.07, -2.92)
N (0.33, -2.69, 2.58)
C (-0.43, -2.84, 1.43)
N (-1.75, -2.87, 1.47)
N (-2.12, -2.95, 0.17)
N (-1.10, -2.95, -0.60)
N (0.03, -2.90, 0.17)
C (1.68, -2.91, 2.55)
N (2.38, -3.36, 3.53)
N (3.64, -3.77, 2.95)
N (4.59, -2.00, 2.14)
N (2.32, -2.73, 1.34)
H (-0.15, -2.92, 3.44)
F (-2.38, 2.53, 3.72)
C (-2.50, 2.35, 2.39)
C (-1.66, 1.48, 1.75)
C (-1.74, 1.33, 0.37)
C (-0.86, 0.35, -0.28)
O (-0.13, -0.36, 0.41)
C (-1.01, 0.25, -1.72)
C (-1.93, 1.02, -2.34)
N (-2.73, 1.93, -1.74)
C (-3.70, 2.67, -2.51)
C (-3.28, 3.24, -3.83)
C (-3.52, 4.15, -2.67)
C (-2.67, 2.08, -0.36)
C (-3.56, 2.93, 0.32)
C (-3.48, 3.07, 1.70)
N (-4.42, 3.91, 2.35)
C (-4.76, 3.71, 3.75)
C (-6.05, 4.50, 4.03)
N (-6.78, 4.67, 2.73)
C (-6.03, 5.63, 1.83)
C (-4.54, 5.30, 1.95)
C (-0.26, -0.72, -2.57)
O (-0.60, -0.93, -3.71)
O (0.79, -1.27, -2.02)
H (-0.93, 0.91, 2.30)
H (-2.07, 0.90, -3.41)
H (-4.71, 2.28, -2.44)
H (-4.00, 3.21, -4.63)
H (-2.25, 3.10, -4.13)
H (-4.41, 4.77, -2.67)
H (-2.65, 4.58, -2.20)
H (-4.33, 3.45, -0.23)
H (-4.00, 4.05, 4.45)
H (-4.92, 2.65, 3.92)
H (-5.86, 5.50, 4.41)
H (-6.71, 3.98, 4.73)
H (-7.74, 4.99, 2.88)
H (-6.81, 3.77, 2.26)
H (-6.28, 6.64, 2.15)
H (-6.41, 5.46, 0.82)
H (-4.06, 5.96, 2.69)
H (-4.04, 5.47, 1.00)
S (3.99, -1.69, -1.78)
C (4.41, 0.00, -1.84)
C (5.39, 0.48, -2.71)
C (5.78, 1.81, -2.65)
C (5.20, 2.66, -1.71)
C (4.22, 2.19, -0.85)
C (3.82, 0.86, -0.92)
S (2.60, 0.23, 0.16)
H (5.85, -0.19, -3.43)
H (6.54, 2.18, -3.32)
H (5.51, 3.69, -1.66)
H (3.77, 2.85, -0.13)

Atom charges from the Mulliken analysis, given in e for atoms 1 to 8: 1.590 -0.171 -0.621 -0.584 -0.138 -1.043 1.418 0.314



[3]
ORCA calculation (ωB97M-V/def2-TZVPD) on a structure of composition C37H32BrFN14O3S2Ta.

Computed properties:
total charge: +1
E_LUMO: -0.1198 Ha
ΔE to the lowest compared entry with this formula, charge and spin: 5.1 kcal/mol
HOMO-LUMO gap: 0.216 Eh
HOMO energy: -0.33611 Eh

Atoms and positions in Å:
Ta (2.40, -1.54, -1.34)
Br (-4.74, -4.68, -2.30)
C (-3.22, -3.58, -2.50)
C (-2.70, -2.94, -1.38)
C (-1.57, -2.16, -1.52)
C (-0.98, -2.00, -2.76)
C (-1.50, -2.65, -3.88)
C (-2.63, -3.45, -3.74)
N (0.20, -1.20, -2.86)
C (0.29, -0.38, -3.81)
C (1.50, 0.44, -3.89)
C (1.60, 1.45, -4.81)
C (2.73, 2.26, -4.81)
C (3.69, 2.03, -3.85)
C (3.53, 0.97, -2.97)
N (2.46, 0.16, -2.99)
H (-3.16, -3.08, -0.41)
H (-1.12, -1.68, -0.66)
H (-0.99, -2.59, -4.83)
H (-3.02, -3.98, -4.59)
H (-0.50, -0.23, -4.54)
H (0.80, 1.60, -5.52)
H (2.84, 3.07, -5.52)
H (4.58, 2.64, -3.78)
H (4.27, 0.77, -2.21)
N (0.41, -4.38, -0.31)
C (0.46, -3.30, 0.52)
N (-0.18, -3.25, 1.67)
N (0.14, -2.02, 2.17)
N (0.91, -1.38, 1.38)
N (1.14, -2.17, 0.27)
C (0.75, -4.29, -1.64)
N (0.35, -5.13, -2.57)
N (0.90, -4.63, -3.71)
N (1.60, -3.58, -3.48)
N (1.52, -3.33, -2.12)
H (-0.19, -5.14, -0.04)
F (-4.31, 0.67, 1.05)
C (-3.11, 1.20, 1.41)
C (-2.02, 0.95, 0.63)
C (-0.79, 1.50, 0.98)
C (0.41, 1.11, 0.21)
O (0.31, 0.34, -0.74)
C (1.64, 1.66, 0.71)
C (1.63, 2.52, 1.76)
N (0.53, 2.88, 2.45)
C (0.65, 3.71, 3.63)
C (0.07, 5.10, 3.59)
C (1.56, 4.90, 3.57)
C (-0.70, 2.33, 2.10)
C (-1.83, 2.56, 2.90)
C (-3.04, 1.97, 2.57)
N (-4.16, 2.14, 3.43)
C (-5.12, 1.10, 3.67)
C (-6.42, 1.31, 2.91)
N (-6.94, 2.69, 3.26)
C (-5.92, 3.77, 2.94)
C (-4.65, 3.46, 3.72)
C (2.95, 1.30, 0.13)
O (3.94, 1.98, 0.14)
O (2.95, 0.06, -0.39)
H (-2.10, 0.34, -0.26)
H (2.56, 2.93, 2.13)
H (0.59, 3.16, 4.56)
H (-0.40, 5.47, 4.49)
H (-0.39, 5.40, 2.65)
H (2.13, 5.12, 4.46)
H (2.07, 5.10, 2.64)
H (-1.75, 3.12, 3.81)
H (-5.34, 1.08, 4.75)
H (-4.71, 0.12, 3.42)
H (-7.20, 0.60, 3.19)
H (-6.27, 1.31, 1.84)
H (-7.16, 2.73, 4.25)
H (-7.81, 2.88, 2.76)
H (-6.37, 4.72, 3.20)
H (-5.75, 3.71, 1.86)
H (-4.86, 3.55, 4.80)
H (-3.90, 4.22, 3.48)
S (3.75, -2.89, 0.11)
C (5.27, -3.32, -0.64)
C (6.22, -4.09, 0.03)
C (7.40, -4.43, -0.61)
C (7.64, -4.02, -1.91)
C (6.70, -3.25, -2.58)
C (5.52, -2.91, -1.94)
S (4.34, -1.88, -2.73)
H (6.03, -4.42, 1.04)
H (8.14, -5.03, -0.08)
H (8.57, -4.29, -2.41)
H (6.88, -2.93, -3.60)

Atom charges from the Mulliken analysis, given in e for atoms 1 to 8: 1.631 -0.184 -0.167 -1.142 0.300 -0.857 -0.483 -0.661



Number 1: E -9891.85736 Eh, maximum force 0.012 Eh/bohr. Number 2: E -5948.55645 Eh, maximum force 0.017 Eh/bohr. Number 3: E -5948.62981 Eh, maximum force 0.025 Eh/bohr.